108
Properties=species:S:1:pos:R:3:forces:R:3:lowdin_charge:R:1 method="wB97M-V/def2-TZVPD" lumo_energy_ev=2.0 total_energy_ha=-2326.04391 mol_weight_g_mol=699.53 total_charge=-1
C 3.67840 -3.01304 3.20058 -0.06 0.36 0.09 -0.0817
C 2.62111 -1.95846 2.83171 0.22 -0.80 -0.07 -0.2707
O 1.94413 -2.39920 1.66597 0.03 0.24 -0.12 -0.1539
C 2.36605 -1.69224 0.50853 0.11 0.14 0.26 -0.1997
C 1.71229 -0.30998 0.36902 -0.36 -0.43 0.31 -0.3819
O 0.35303 -0.31917 0.66318 0.16 0.29 -0.44 -0.3235
In -0.69203 0.65314 -0.89728 -0.39 0.26 0.06 0.8836
C 0.43314 2.57196 -1.37530 0.10 -0.41 0.03 -0.2552
C 1.07580 3.19487 -0.17170 -0.22 -0.20 -0.33 -0.3615
O 1.58462 4.53096 -0.44104 0.21 -0.03 0.06 -0.1112
C -2.77793 1.23759 -0.34289 0.04 -0.31 0.18 -0.2429
C -3.82119 0.37284 -1.04961 0.66 0.13 -0.27 -0.3791
O -4.08898 -0.81132 -0.28560 -0.58 0.34 -0.01 -0.2245
Si -5.54983 -0.88401 0.49002 0.26 -0.59 0.50 0.4074
C -6.86820 -1.72773 -0.54291 0.00 0.37 0.44 -0.1610
C -6.19205 0.79014 1.07197 -0.23 -0.27 -0.25 -0.1539
C -5.26078 -1.95673 2.01490 0.03 0.50 -0.37 -0.1635
B -0.57618 -0.65418 -2.78591 -0.21 -0.07 -0.10 -0.4716
O 0.02173 -0.14267 -3.93270 -0.54 0.16 -0.01 0.0424
C -1.09628 -2.14340 -2.92651 0.43 0.07 -0.25 -0.2257
C -0.08302 -3.08896 -2.25962 -0.29 -0.07 0.09 -0.1261
H 4.62773 -2.77556 2.72139 0.08 -0.15 -0.10 0.0577
H 3.33181 -3.98494 2.85876 -0.02 -0.10 0.00 0.0695
H 3.85995 -3.05414 4.27347 0.02 0.05 0.07 0.0573
H 3.10353 -1.00091 2.66019 -0.10 0.18 0.12 0.0879
H 1.90261 -1.85410 3.64429 -0.17 0.08 -0.06 0.1176
H 3.45525 -1.55151 0.57545 0.09 0.02 -0.24 0.1149
H 2.17324 -2.32009 -0.35964 -0.27 -0.09 0.03 0.1064
H 1.91426 0.00568 -0.67071 0.32 0.13 0.01 0.0809
H 2.25282 0.37650 1.04339 0.06 0.15 -0.06 0.0972
H 1.19344 2.31794 -2.12091 0.09 0.14 -0.09 0.0047
H -0.26128 3.26413 -1.85742 -0.13 0.07 0.11 0.0361
H 0.34345 3.23779 0.63787 0.08 0.25 0.17 0.0977
H 1.90258 2.56323 0.16077 0.03 -0.06 0.13 0.0822
H 2.42371 4.61567 0.02214 -0.13 0.10 0.02 0.0528
H -2.91164 2.29347 -0.59460 -0.01 0.04 -0.11 0.0307
H -2.96813 1.14090 0.72835 0.08 0.11 0.11 0.0322
H -3.43363 0.04040 -2.01692 -0.13 -0.07 -0.12 0.0829
H -4.74235 0.93097 -1.27174 -0.18 -0.09 0.15 0.0935
H -7.78944 -1.70944 0.04820 -0.11 0.01 -0.02 0.0289
H -6.63063 -2.77651 -0.71120 0.12 -0.04 -0.20 0.0299
H -7.06656 -1.20912 -1.47801 0.02 -0.15 -0.05 0.0002
H -6.58507 0.67142 2.08206 0.08 0.05 0.12 0.0229
H -5.45007 1.58408 1.06396 0.08 0.04 0.00 0.0247
H -7.04144 1.07745 0.44979 0.03 0.20 -0.09 0.0237
H -5.10693 -2.99051 1.71334 0.07 -0.13 0.16 0.0235
H -6.09257 -1.88123 2.71473 -0.14 -0.15 -0.01 0.0194
H -4.37392 -1.57828 2.52332 0.13 -0.15 0.04 0.0313
H 0.05649 0.81759 -3.85432 0.48 -0.13 0.07 0.0569
H -2.09205 -2.24615 -2.49298 0.00 -0.07 0.18 0.0816
H -1.17064 -2.40355 -3.98898 -0.04 -0.01 -0.08 0.0856
H -0.32069 -4.13735 -2.44440 0.02 -0.07 -0.08 0.0611
H -0.05861 -2.95934 -1.17851 0.06 0.16 0.06 0.0674
H 0.91301 -2.88852 -2.65508 0.13 -0.10 0.05 0.0691
C -9.79193 -1.64551 -4.97442 0.01 -0.05 0.04 -0.0922
C -8.71710 -0.68714 -4.49821 0.11 -0.20 -0.06 -0.3125
O -7.85554 -1.29013 -3.53846 -0.20 0.09 -0.22 -0.0939
H -10.37959 -1.99786 -4.12722 -0.03 0.04 0.00 0.0571
H -10.46319 -1.16261 -5.68552 -0.02 -0.01 0.01 0.0757
H -9.34641 -2.51993 -5.45608 0.02 0.04 -0.05 0.0718
H -9.16685 0.17318 -4.00385 0.04 0.02 0.02 0.1078
H -8.12746 -0.32229 -5.34623 -0.06 0.08 -0.01 0.1090
H -7.43572 -2.04976 -3.95540 0.07 0.01 0.08 0.0889
C 4.54968 2.62473 -3.22360 0.14 0.00 0.05 -0.0825
C 4.16770 1.39858 -2.41744 -0.09 0.25 0.13 -0.2978
O 4.88657 1.33517 -1.18033 0.37 -0.04 -0.04 -0.0923
H 5.61969 2.62120 -3.44059 -0.01 -0.03 -0.03 0.0717
H 3.99911 2.65855 -4.16458 -0.03 0.01 0.01 0.0748
H 4.32577 3.53636 -2.66431 -0.09 0.00 -0.03 0.0722
H 4.40141 0.48836 -2.96697 0.03 -0.07 0.11 0.1168
H 3.10006 1.40780 -2.19314 -0.06 -0.10 -0.13 0.0807
H 4.66115 2.12589 -0.67950 -0.09 -0.06 0.04 0.0798
C 7.06165 -0.87965 5.09711 -0.08 -0.17 0.00 -0.0960
C 6.14899 -0.16158 4.12298 -0.06 0.11 0.12 -0.3089
O 4.77180 -0.37376 4.41616 0.11 0.01 0.06 -0.0821
H 6.85187 -1.95072 5.09089 0.01 0.00 -0.04 0.0729
H 8.10814 -0.71927 4.83645 0.00 0.03 0.02 0.0647
H 6.90096 -0.51345 6.11386 0.05 0.06 -0.01 0.0693
H 6.30042 -0.53637 3.11030 -0.05 0.00 -0.02 0.1063
H 6.36809 0.91011 4.12904 0.08 -0.01 -0.06 0.0945
H 4.59834 -0.03853 5.30145 0.00 0.03 -0.03 0.0886
C 10.04334 2.97126 4.10155 -0.02 -0.09 0.00 -0.0890
C 8.70658 3.18612 4.78631 0.14 -0.05 0.11 -0.3138
O 8.29354 2.03696 5.52093 -0.02 0.06 -0.04 -0.0946
H 9.99125 2.11339 3.43031 -0.02 0.02 -0.03 0.0669
H 10.33418 3.84971 3.52403 0.00 0.01 0.01 0.0747
H 10.82624 2.76914 4.83699 0.01 0.06 0.01 0.0710
H 7.92626 3.37044 4.04934 -0.05 -0.02 0.02 0.1104
H 8.75326 4.05325 5.45393 -0.03 0.06 -0.07 0.1068
H 8.95915 1.85677 6.19228 -0.02 -0.01 -0.01 0.0839
C 8.54068 -0.59644 0.29594 0.00 -0.01 -0.04 -0.0901
C 8.77272 0.90298 0.24285 -0.22 -0.02 -0.05 -0.3329
O 8.21062 1.48829 -0.92248 0.02 -0.04 0.10 -0.0862
H 8.96610 -1.07584 -0.58635 0.03 0.00 0.01 0.0731
H 8.99461 -1.03467 1.18729 -0.01 0.00 0.01 0.0680
H 7.47156 -0.81870 0.30898 -0.01 0.01 0.05 0.0714
H 9.84006 1.12480 0.21479 0.01 0.04 -0.01 0.1062
H 8.35085 1.38059 1.13632 0.08 -0.02 0.06 0.0985
H 7.25930 1.31520 -0.90570 -0.12 0.05 -0.16 0.0538
C -12.00169 -0.43074 -1.43899 0.03 0.00 -0.08 -0.0882
C -13.21548 -0.33929 -2.34554 0.10 -0.18 0.07 -0.3232
O -13.01612 -1.03742 -3.57180 -0.06 0.07 0.00 -0.0923
H -11.11965 -0.03250 -1.94123 0.00 0.03 0.01 0.0695
H -12.15842 0.12661 -0.51450 0.00 -0.01 0.01 0.0738
H -11.78922 -1.47056 -1.17956 -0.03 0.00 0.05 0.0750
H -13.41402 0.69682 -2.61598 -0.02 0.00 -0.05 0.1093
H -14.10305 -0.73270 -1.83748 -0.02 0.08 0.03 0.1053
H -12.84820 -1.96082 -3.35881 0.02 0.01 -0.03 0.0746